No. 1
Formula: C9H14
Source: OMol25
Level of theory: ωB97M-V with the def2-TZVPD basis set

## Properties
Total charge: 0
SMILES: Cc1ccccc1.CC
Highest occupied orbital energy in eV: -9.0626

Cartesian coordinates (Å):
C1 -2.010 -0.634 -2.331
C2 -0.884 0.166 -1.705
C3 -1.142 1.414 -1.150
C4 -0.121 2.114 -0.501
C5 1.136 1.567 -0.364
C6 1.342 0.246 -0.768
C7 0.327 -0.457 -1.382
H1 -2.826 0.058 -2.517
H2 -2.284 -1.450 -1.669
H3 -1.724 -1.075 -3.288
H4 -2.032 1.947 -1.453
H5 -0.294 3.124 -0.151
H6 1.971 2.114 0.042
H7 2.303 -0.212 -0.581
H8 0.514 -1.472 -1.727
C8 0.111 -1.398 2.335
C9 1.289 -0.465 2.585
H9 -0.511 -0.984 1.543
H10 0.428 -2.373 1.943
H11 -0.451 -1.575 3.246
H12 1.791 -0.672 3.528
H13 0.973 0.575 2.505
H14 2.095 -0.558 1.861

Force components x, y, z for each atom (eV/Å):
0.69 0.57 -0.36
-0.48 -0.85 1.21
0.83 0.40 -0.93
-0.14 0.39 -0.13
0.05 -0.74 -0.02
0.04 0.36 0.14
0.16 0.03 -0.73
-0.38 -0.29 0.06
-0.32 0.03 0.07
0.08 0.02 0.01
-0.34 -0.09 0.41
-0.09 0.01 -0.04
-0.06 0.20 0.24
0.04 -0.11 -0.11
-0.09 0.07 0.11
0.50 -0.33 -0.62
0.40 0.03 -0.07
-0.32 0.08 0.16
0.07 0.11 0.28
-0.28 0.10 -0.01
-0.26 0.21 0.28
0.03 0.01 0.42
-0.14 -0.21 -0.37

Here are the Löwdin charges for atoms 1 to 5, given in e: C -0.050; C -0.278; C -0.055; C -0.090; C -0.106

---

No. 2
Formula: C12H21NSi
Source: OMol25
Level of theory: ωB97M-V with the def2-TZVPD basis set

## Properties
Total charge: 0
SMILES: C/C=C1\C=CC=CC1.C=N[Si](C)(C)C
Highest occupied orbital energy in eV: -7.9749

Cartesian coordinates (Å):
C1 1.527 1.713 1.215
C2 0.312 0.896 1.561
C3 -0.995 1.233 1.447
C4 -1.566 2.505 0.911
C5 -2.539 3.103 1.675
C6 -2.803 2.473 2.909
C7 -2.775 1.157 3.023
C8 -2.144 0.379 1.911
H1 2.482 1.453 1.877
H2 1.817 1.286 0.202
H3 1.223 2.779 1.329
H4 0.415 -0.087 2.177
H5 -1.079 3.024 0.198
H6 -2.930 4.015 1.303
H7 -3.447 2.991 3.636
H8 -2.981 0.688 3.922
H9 -1.805 -0.641 2.191
H10 -2.932 0.291 1.171
C9 -1.051 -0.783 -1.613
N1 0.098 -1.076 -1.092
Si1 1.393 -1.874 -1.857
C10 1.049 -2.958 -3.383
C11 2.174 -2.817 -0.292
C12 2.418 -0.383 -2.332
H11 -1.760 -0.100 -1.032
H12 -1.453 -1.082 -2.560
H13 1.319 -2.369 -4.278
H14 1.470 -3.900 -3.371
H15 -0.114 -3.093 -3.459
H16 3.132 -3.185 -0.410
H17 2.204 -1.891 0.452
H18 1.441 -3.589 0.106
H19 2.485 0.321 -1.543
H20 3.404 -0.629 -2.742
H21 2.012 0.151 -3.255

Force components x, y, z for each atom (eV/Å):
1.16 -1.42 0.42
-1.39 -1.67 2.24
0.44 0.18 -1.22
-1.16 -0.97 3.56
2.68 -0.98 -2.35
-3.52 0.69 1.43
1.72 -0.20 -0.79
0.86 -0.69 0.84
-2.28 0.69 -1.09
-0.17 1.43 0.79
0.84 -0.64 -0.73
0.29 1.58 -1.45
1.25 1.52 -2.72
-0.50 0.84 0.30
0.80 0.11 -0.01
-0.83 -0.89 1.61
-0.28 0.61 -0.02
0.00 -0.17 -0.73
1.27 0.89 2.83
-3.70 0.98 -1.07
1.82 -1.35 0.71
-3.17 2.60 0.01
-3.37 2.84 0.50
0.06 -0.22 -2.69
0.89 -0.84 -0.57
0.08 -0.52 -0.86
0.06 -0.49 0.27
1.02 -1.89 -0.06
1.98 0.12 0.14
1.90 -0.93 -0.24
-0.04 -2.07 -1.22
1.01 0.94 -0.41
0.23 0.65 0.72
0.20 -0.17 0.60
-0.15 -0.56 1.27

Here are the Löwdin charges for atoms 1 to 5, given in e: C -0.095; C -0.136; C -0.290; C -0.029; C -0.080

---

No. 3
Formula: C25H32B2BrF2NO2PbSi2
Source: OMol25
Level of theory: ωB97M-V with the def2-TZVPD basis set

## Properties
Total charge: -2
Highest occupied orbital energy in eV: 1.0787

Cartesian coordinates (Å):
Pb1 0.001 -0.301 -0.228
C1 3.656 1.403 -0.604
Si1 2.626 -0.130 0.018
C2 3.794 -1.556 -0.615
C3 3.018 -0.076 1.913
C4 4.343 -0.028 2.339
C5 4.682 0.010 3.680
C6 3.679 0.014 4.633
C7 2.360 -0.019 4.220
C8 2.000 -0.071 2.878
Si2 0.123 -0.137 2.391
C9 -0.567 1.413 3.333
C10 -0.566 -1.532 3.557
H1 4.723 1.314 -0.394
H2 3.299 2.314 -0.135
H3 3.552 1.532 -1.679
H4 4.845 -1.411 -0.362
H5 3.729 -1.634 -1.699
H6 3.479 -2.510 -0.203
H7 5.140 -0.028 1.605
H8 5.725 0.035 3.982
H9 3.929 0.043 5.690
H10 1.585 -0.009 4.977
H11 -0.422 1.356 4.412
H12 -1.634 1.522 3.155
H13 -0.086 2.317 2.976
H14 -0.384 -1.343 4.614
H15 -0.122 -2.490 3.310
H16 -1.641 -1.628 3.425
C11 -2.143 8.358 -1.720
C12 -0.638 8.279 -1.426
C13 0.152 8.360 -2.741
C14 -0.256 9.488 -0.565
C15 -0.327 6.945 -0.757
C16 0.257 6.845 0.501
C17 0.565 5.623 1.094
C18 0.271 4.475 0.393
O1 0.454 3.188 0.696
B1 -0.046 2.400 -0.380
O2 -0.537 3.327 -1.353
C19 -0.336 4.561 -0.876
C20 -0.633 5.772 -1.454
H17 -2.394 9.294 -2.217
H18 -2.706 8.297 -0.791
H19 -2.457 7.539 -2.359
H20 -0.054 9.296 -3.259
H21 -0.110 7.538 -3.402
H22 1.219 8.302 -2.537
H23 -0.496 10.410 -1.094
H24 0.811 9.487 -0.352
H25 -0.808 9.481 0.374
H26 0.486 7.733 1.070
H27 1.027 5.587 2.070
H28 -1.090 5.792 -2.432
Br1 -5.623 -3.003 0.605
C21 -4.786 -1.293 0.334
C22 -5.598 -0.235 -0.110
C23 -4.939 0.993 -0.293
C24 -3.594 1.080 -0.035
N1 -2.843 0.051 0.407
C25 -3.454 -1.125 0.590
H29 -6.652 -0.369 -0.307
H30 -5.503 1.857 -0.623
H31 -3.049 2.006 -0.173
H32 -2.824 -1.930 0.945
F1 0.408 -4.033 0.294
B2 0.119 -3.022 -0.574
F2 -0.105 -3.642 -1.780

Force components x, y, z for each atom (eV/Å):
-0.77 -0.02 -1.64
-0.45 -0.28 0.06
1.59 0.03 0.18
-0.48 0.26 0.13
-0.16 -0.03 -0.38
0.17 -0.01 0.03
0.25 0.01 -0.01
0.05 0.02 0.23
-0.07 0.00 0.31
-0.38 -0.08 -0.28
0.34 0.19 1.55
0.07 -0.26 -0.46
0.12 0.19 -0.60
0.14 -0.17 0.13
-0.13 0.22 0.12
-0.08 0.00 -0.25
0.14 0.18 0.13
-0.06 -0.01 -0.21
-0.11 -0.20 0.07
0.09 0.00 -0.10
0.03 0.01 0.01
-0.03 0.01 -0.02
-0.13 -0.01 0.11
0.12 -0.19 0.18
-0.28 0.00 -0.08
0.10 0.17 -0.12
0.11 0.21 0.17
0.10 -0.25 -0.12
-0.25 -0.01 -0.04
0.19 0.02 0.01
-0.01 0.13 -0.03
-0.12 0.03 0.15
-0.06 -0.26 -0.15
0.07 0.18 0.22
-0.08 0.33 -0.11
0.05 -0.42 0.03
-0.32 0.88 -0.64
0.26 0.10 0.48
0.17 -0.76 0.31
-0.22 -0.14 -0.43
0.30 0.75 0.62
0.02 -0.35 0.06
-0.03 0.16 -0.08
-0.09 -0.02 0.10
-0.08 -0.10 -0.07
-0.04 0.18 -0.10
0.01 -0.08 -0.10
0.12 -0.02 -0.01
-0.03 0.06 -0.06
0.10 0.03 0.09
0.00 0.03 0.13
0.02 0.17 -0.03
0.02 -0.08 0.06
-0.06 0.00 -0.13
0.21 0.22 0.00
-1.73 0.20 -0.42
1.35 0.00 0.21
-1.11 -0.72 -0.08
1.04 -0.40 0.35
-1.19 0.45 0.12
0.86 0.39 0.06
0.02 -0.01 0.04
0.09 0.04 -0.03
0.01 0.05 -0.01
0.02 -0.14 0.01
0.12 -0.40 0.53
0.21 -0.74 0.21
-0.13 0.25 -0.39

Here are the Löwdin charges for atoms 1 to 5, given in e: Pb 0.621; C -0.246; Si 0.447; C -0.253; C -0.304

---

No. 4
Formula: C53H43N5OP2ReS3
Source: OMol25
Level of theory: ωB97M-V with the def2-TZVPD basis set

## Properties
Total charge: +2
2S+1: 2
Highest occupied orbital energy (alpha / beta) in eV: -12.8864 / -12.7445

Cartesian coordinates (Å):
Re1 -0.033 -0.490 -0.015
N1 0.249 -4.435 2.152
C1 0.436 -3.318 1.440
S1 -0.898 -2.754 0.474
N2 1.594 -2.744 1.441
N3 1.636 -1.684 0.578
C2 2.816 -1.367 0.173
C3 2.909 -0.236 -0.717
C4 4.118 0.289 -1.148
C5 4.117 1.445 -1.904
C6 2.900 2.042 -2.207
C7 1.733 1.455 -1.768
N4 1.721 0.322 -1.046
H1 -0.647 -4.884 2.195
H2 1.028 -4.839 2.645
H3 3.678 -1.924 0.513
H4 5.038 -0.200 -0.860
H5 5.046 1.881 -2.243
H6 2.848 2.953 -2.786
H7 0.774 1.885 -2.012
C8 -6.115 -1.689 -2.357
C9 -5.385 -2.744 -1.506
C10 -6.272 -3.988 -1.365
C11 -5.076 -2.152 -0.136
C12 -6.012 -2.117 0.892
C13 -5.719 -1.549 2.123
C14 -4.456 -1.042 2.362
C15 -3.479 -1.080 1.366
P1 -1.839 -0.408 1.789
C16 -1.301 -1.293 3.285
C17 -2.019 -2.388 3.768
C18 -1.601 -3.054 4.910
C19 -0.451 -2.650 5.572
C20 0.285 -1.581 5.083
C21 -0.135 -0.906 3.947
C22 -2.356 1.266 2.313
C23 -3.293 1.930 1.515
C24 -3.740 3.195 1.856
C25 -3.267 3.808 3.010
C26 -2.356 3.148 3.819
C27 -1.901 1.882 3.475
C28 -3.837 -1.576 0.118
O1 -2.914 -1.438 -0.899
C29 -2.916 -2.403 -1.886
C30 -1.716 -2.597 -2.560
C31 -1.663 -3.562 -3.562
C32 -2.795 -4.292 -3.879
C33 -3.985 -4.048 -3.211
C34 -4.074 -3.099 -2.196
P2 -0.301 -1.486 -2.340
C35 1.149 -2.507 -2.775
C36 1.496 -3.561 -1.926
C37 2.600 -4.352 -2.193
C38 3.378 -4.109 -3.318
C39 3.024 -3.088 -4.185
C40 1.913 -2.297 -3.922
C41 -0.553 -0.349 -3.763
C42 -1.758 -0.373 -4.470
C43 -1.981 0.487 -5.533
C44 -1.008 1.397 -5.916
C45 0.202 1.422 -5.240
C46 0.428 0.554 -4.183
H8 -7.063 -1.418 -1.891
H9 -6.319 -2.081 -3.354
H10 -5.513 -0.782 -2.458
H11 -7.212 -3.744 -0.875
H12 -5.773 -4.769 -0.790
H13 -6.538 -4.389 -2.340
H14 -7.000 -2.524 0.730
H15 -6.473 -1.508 2.896
H16 -4.223 -0.614 3.330
H17 -2.909 -2.728 3.258
H18 -2.178 -3.890 5.282
H19 -0.127 -3.167 6.466
H20 1.187 -1.264 5.588
H21 0.454 -0.075 3.586
H22 -3.697 1.449 0.632
H23 -4.468 3.693 1.231
H24 -3.621 4.792 3.285
H25 -2.001 3.612 4.729
H26 -1.200 1.382 4.128
H27 -0.740 -3.730 -4.102
H28 -2.756 -5.038 -4.660
H29 -4.864 -4.610 -3.495
H30 0.888 -3.785 -1.064
H31 2.845 -5.168 -1.527
H32 4.240 -4.727 -3.528
H33 3.600 -2.913 -5.083
H34 1.637 -1.545 -4.645
H35 -2.541 -1.071 -4.205
H36 -2.921 0.440 -6.066
H37 -1.182 2.066 -6.748
H38 0.984 2.103 -5.548
H39 1.399 0.567 -3.712
S2 0.745 1.303 1.472
C47 -0.284 2.162 0.404
N5 -0.956 1.379 -0.428
C48 -1.809 2.117 -1.252
C49 -2.778 1.614 -2.112
C50 -3.567 2.511 -2.804
C51 -3.414 3.890 -2.634
C52 -2.485 4.399 -1.747
C53 -1.689 3.496 -1.051
S3 -0.528 3.845 0.204
H40 -2.919 0.548 -2.201
H41 -4.325 2.141 -3.481
H42 -4.047 4.570 -3.188
H43 -2.391 5.465 -1.590

Force components x, y, z for each atom (eV/Å):
0.04 -0.59 0.36
0.07 0.00 -0.05
-0.42 -0.17 0.09
-0.10 0.07 -0.08
0.36 0.17 -0.08
0.01 0.09 -0.06
0.01 0.21 -0.11
-0.02 -0.14 0.12
-0.01 -0.03 0.01
-0.03 0.00 -0.01
0.04 0.03 0.04
0.08 0.03 0.23
-0.06 0.23 -0.18
-0.03 0.04 0.03
0.00 0.00 0.02
-0.01 0.00 0.01
0.01 0.00 0.00
0.01 0.01 0.00
0.00 0.01 -0.01
0.01 0.04 0.05
0.03 0.05 0.00
-0.02 -0.06 0.04
-0.02 0.04 -0.02
-0.02 -0.01 0.04
0.04 -0.02 -0.01
0.02 0.02 0.01
-0.04 0.00 -0.02
-0.01 0.02 -0.05
0.03 0.31 -0.12
-0.05 -0.08 0.02
0.00 0.02 0.03
0.02 0.00 -0.01
0.01 0.00 0.01
0.01 -0.01 0.01
0.03 0.00 -0.03
-0.14 -0.07 0.01
-0.04 -0.04 0.03
0.01 0.00 0.04
-0.01 0.00 -0.02
0.01 -0.01 0.00
0.07 0.03 0.02
-0.01 0.04 -0.04
0.00 -0.05 0.02
-0.06 0.08 -0.02
0.10 -0.09 -0.04
-0.04 -0.03 0.00
-0.01 0.02 0.02
0.02 -0.01 0.04
0.00 -0.04 -0.03
0.11 0.05 0.01
0.00 0.00 -0.04
0.03 -0.02 0.00
0.00 -0.01 -0.01
-0.01 0.01 0.00
0.00 -0.01 0.00
-0.02 0.00 -0.02
-0.03 0.02 0.04
-0.03 -0.04 0.05
0.01 0.04 -0.01
-0.01 -0.01 0.01
-0.01 -0.03 0.01
0.07 -0.10 -0.04
-0.01 0.01 0.01
0.00 0.00 -0.01
0.01 0.01 0.00
-0.01 0.01 0.00
0.01 0.00 0.01
0.00 0.00 -0.01
-0.01 -0.01 0.00
-0.01 -0.01 0.00
0.01 0.00 -0.01
0.01 -0.01 0.00
0.00 0.00 0.00
0.00 0.00 0.00
0.00 0.00 0.00
-0.02 -0.05 0.04
0.01 0.01 0.02
-0.01 0.01 -0.01
0.00 0.00 0.00
0.00 0.01 0.01
-0.01 -0.01 0.00
0.01 0.00 0.00
0.00 -0.01 0.00
-0.01 -0.01 0.00
-0.01 0.01 0.00
0.01 -0.01 0.01
0.00 0.00 0.00
0.01 0.00 0.00
-0.02 0.10 0.01
0.01 0.00 0.01
-0.01 0.00 -0.01
0.00 0.01 0.00
0.02 0.01 -0.01
-0.12 -0.15 -0.23
0.06 -0.02 -0.04
0.04 0.00 -0.01
-0.05 0.14 0.03
0.02 0.01 0.00
0.03 0.03 -0.04
0.02 -0.01 0.02
-0.01 0.01 -0.01
0.01 0.00 0.00
-0.01 -0.01 -0.04
0.00 -0.03 0.00
0.00 -0.03 -0.04
-0.01 0.00 -0.01
0.00 0.00 0.00
0.00 0.01 0.00

Here are the Löwdin charges for atoms 1 to 5, given in e: Re 0.972; N 0.141; C -0.773; S 0.804; N 0.039

---

No. 5
Formula: C6H34BNO9
Source: OMol25
Level of theory: ωB97M-V with the def2-TZVPD basis set

## Properties
Total charge: 0
Highest occupied orbital energy in eV: -9.1706

Cartesian coordinates (Å):
C1 -4.176 -4.848 -1.301
O1 -3.026 -4.424 -1.990
C2 -2.246 -3.452 -1.407
C3 -1.043 -3.087 -2.342
N1 -0.221 -2.058 -1.712
H1 -1.032 -1.471 -1.446
H2 0.209 -2.584 -0.916
C4 0.764 -1.497 -2.599
C5 1.648 -0.623 -1.927
O2 2.557 -0.091 -2.962
C6 3.323 1.003 -2.507
H3 -4.076 -5.162 -0.249
H4 -4.808 -5.466 -1.755
H5 -4.733 -3.940 -1.205
H6 -1.947 -3.688 -0.397
H7 -2.813 -2.551 -1.480
H8 -1.306 -2.617 -3.229
H9 -0.393 -4.112 -2.337
H10 0.580 -1.077 -3.558
H11 1.508 -2.323 -2.981
H12 2.262 -1.121 -1.211
H13 1.143 0.194 -1.507
H14 3.956 1.274 -3.104
H15 3.692 0.723 -1.520
H16 2.666 1.880 -2.496
B1 0.836 1.937 1.380
H17 0.796 0.641 1.696
H18 -0.359 2.263 1.165
H19 1.164 2.691 2.223
H20 1.586 2.178 0.417
O3 0.706 5.371 2.812
H21 0.425 4.388 2.886
H22 0.918 5.857 1.954
O4 3.739 0.063 1.124
H23 3.719 0.269 1.980
H24 2.846 0.285 0.656
O5 -0.307 -0.712 4.414
H25 0.322 -0.791 3.706
H26 0.208 -0.539 5.135
O6 0.715 2.338 5.563
H27 1.474 2.921 5.859
H28 0.923 2.315 4.547
O7 -1.588 -0.269 0.174
H29 -0.951 0.442 0.458
H30 -2.102 -0.413 1.000
O8 0.743 4.895 -0.415
H31 -0.165 4.899 -0.438
H32 0.892 4.074 -0.003
O9 -3.006 2.179 -0.394
H33 -3.665 2.274 0.216
H34 -2.361 1.574 -0.002

Force components x, y, z for each atom (eV/Å):
1.56 4.03 3.25
1.02 -2.33 -1.23
-0.01 1.09 -1.51
1.37 -5.44 1.97
-1.53 -1.47 0.74
1.32 1.26 1.20
-0.22 1.63 -0.24
2.96 -3.54 -2.15
3.57 3.00 -0.68
-1.26 -1.61 0.03
-7.75 -2.05 6.92
0.82 -0.28 -0.35
-1.64 -2.96 -2.67
-1.01 0.79 0.31
0.30 -0.01 0.49
-0.84 1.18 1.02
-0.89 -0.30 -2.10
-1.40 2.55 -1.11
-1.97 0.57 -0.53
-1.76 0.61 0.88
0.38 -0.34 0.98
-0.74 1.37 1.04
7.49 1.91 -6.74
0.42 0.67 0.03
-0.15 0.06 0.84
-0.92 -1.34 -0.72
0.34 1.35 -0.24
0.33 -0.24 -0.35
0.44 0.04 1.05
-0.37 -0.38 0.07
-0.19 -0.27 0.33
0.94 2.69 -1.66
-0.76 -2.42 1.26
-1.60 -1.35 -7.29
-0.76 1.57 5.22
2.27 -0.12 2.13
-2.31 -0.94 -2.62
0.31 0.11 -0.68
1.96 0.94 3.22
2.20 0.97 -2.44
-1.37 -0.93 -0.25
-0.83 -0.12 2.55
0.14 0.37 1.00
0.02 -0.59 -0.05
0.45 -0.03 -0.75
2.64 1.48 -0.64
-3.50 0.42 -0.29
0.86 -1.93 0.98
2.66 -0.45 -2.51
-2.67 0.49 2.52
-0.31 0.30 -0.22

Here are the Löwdin charges for atoms 1 to 5, given in e: C -0.069; O -0.155; C -0.220; C -0.092; N 0.038

---

Asked for largest force on an atom across the records above, the calculation gives 1.56; 4.43; 1.81; 0.69; 10.59 eV/Å in order.
Asked for energy above the lowest of the compared OMol25 structures with the same formula, charge and spin across the records above, the calculation gives 29.3; 352.8; 75.0; 0.0; 0.0 kJ/mol in order.